[1]
Computed, not measured: a structure of composition C31H56N3O3P2V in a non-equilibrium geometry, with ωB97M-V/def2-TZVPD.

```
96
Properties=species:S:1:pos:R:3
C 2.18625 -1.31468 -0.89519
C 1.17891 0.51981 -1.96355
C 3.14872 -1.38825 -1.90467
C 2.07007 0.45258 -3.02720
C 3.06532 -0.52491 -2.99684
H 3.91905 -2.15241 -1.81423
H 1.98222 1.16650 -3.84940
H 3.77524 -0.61584 -3.82307
N 1.27520 -0.32819 -0.91233
P 0.34175 -2.50396 0.83358
P -0.23877 2.20706 -0.12825
C 2.07851 -2.32532 0.23592
H 2.47492 -3.30525 -0.07978
H 2.69135 -1.99123 1.09096
C -1.52739 -0.24813 1.84437
O -2.35213 -0.34178 2.68012
C -0.03078 1.41455 -1.89976
H 0.01543 2.23774 -2.62351
C -1.83013 3.23364 -0.20289
C 1.24103 3.34623 0.14288
C -0.53935 -3.60106 -0.43729
C 0.50539 -3.34811 2.51633
C -2.96401 2.37759 0.39418
H -2.85495 2.26099 1.48148
H -3.91862 2.89208 0.19517
H -3.01272 1.37674 -0.05711
C -1.73078 4.52633 0.61744
H -1.51065 4.32504 1.67137
H -0.98707 5.22199 0.21484
H -2.70740 5.03233 0.57843
C -2.18369 3.58618 -1.65513
H -2.97899 4.35094 -1.64381
H -1.33986 4.01445 -2.21402
H -2.56879 2.70989 -2.19836
C 1.13981 3.93011 1.57847
H 0.56439 3.27283 2.24475
H 2.14767 4.02274 2.00808
H 0.69266 4.93213 1.59423
C 2.52144 2.50420 0.06439
H 2.44750 1.61978 0.70861
H 2.73869 2.18755 -0.96209
H 3.36598 3.10649 0.42894
C 1.27315 4.45248 -0.93669
H 0.59315 4.27087 -1.77822
H 1.05091 5.43911 -0.50963
H 2.28163 4.50956 -1.37038
C -0.91521 -3.56516 3.05915
H -0.84404 -4.05697 4.04040
H -1.44353 -2.61192 3.19348
H -1.52287 -4.20485 2.40688
C 1.25924 -2.40395 3.47296
H 2.25347 -2.13728 3.09152
H 0.69149 -1.48094 3.64906
H 1.39781 -2.91896 4.43782
C 1.28474 -4.67580 2.44160
H 2.12357 -4.63725 1.73513
H 1.71075 -4.89004 3.43178
H 0.64453 -5.52832 2.19038
C -0.05447 -3.26532 -1.85144
H 0.99964 -3.53140 -2.00409
H -0.65148 -3.83365 -2.58083
H -0.17943 -2.20091 -2.07589
C -2.05482 -3.31911 -0.29290
H -2.39989 -2.61662 -1.06313
H -2.60851 -4.26660 -0.39698
H -2.32901 -2.87194 0.67596
C -0.24388 -5.09166 -0.21536
H 0.83572 -5.29833 -0.21149
H -0.70558 -5.48305 0.69926
H -0.67770 -5.65268 -1.05696
V -0.38252 -0.20900 0.43212
N -1.52782 -0.28552 -1.07095
C -1.29039 0.44425 -2.07777
C -2.02319 0.34902 -3.44135
C -1.51530 1.38110 -4.44995
C -1.69004 -1.03712 -4.00179
C -3.55293 0.48097 -3.20969
H -1.68765 2.41103 -4.10975
H -0.44314 1.21912 -4.63262
H -2.04837 1.25263 -5.40689
H -2.03426 -1.82961 -3.32208
H -2.16727 -1.20272 -4.98116
H -0.60320 -1.12485 -4.14233
H -4.01484 1.16750 -3.93573
H -4.04518 -0.49509 -3.33321
H -3.78996 0.83923 -2.19804
N 1.98768 0.72720 5.42999
C 2.45557 1.27139 4.12191
C 1.22827 1.00608 3.26616
O 0.15145 1.28017 3.83822
O 1.41923 0.46326 2.12668
H 1.07803 1.19980 5.59412
H 2.65447 0.87114 6.19139
H 1.81616 -0.28454 5.33579
H 2.61141 2.35777 4.19871
H 3.35291 0.77814 3.76080
```

* HOMO energy (spin up / spin down): -9.009 / -10.066 eV
* charge: +1
* ⟨S²⟩: 3.78
* 2S+1: 4
* HOMO-LUMO gap (spin up / spin down): 6.371 / 7.422 eV



[2]
Computed, not measured: the molecule C2H2N2OS2 in a non-equilibrium geometry, with ωB97M-V/def2-TZVPD.

```
9
Properties=species:S:1:pos:R:3
O -2.40618 -0.15066 0.28510
C -1.20074 -0.02968 -0.00340
S -0.27129 -1.49933 -0.04361
N 1.46829 -1.20391 -0.21146
C 1.98375 -0.12546 0.05725
N 1.24004 1.07814 0.22471
S -0.29962 1.59105 -0.23352
H 3.07880 -0.02812 0.58151
H 1.64891 1.57712 1.15587
```

* HOMO energy: -9.099 eV
* SMILES string: O=C1SN=CNS1
* charge: 0
* HOMO-LUMO gap: 9.304 eV
* energy above the lowest of the compared OMol25 structures with the same formula, charge and spin: 32.87 kcal per mole



[3]
Computed, not measured: the ion C3H10N3O with charge +1 in a non-equilibrium geometry, with ωB97M-V/def2-TZVPD.

```
17
Properties=species:S:1:pos:R:3
N -0.24358 -1.99968 -1.74307
C 0.43253 -1.66748 -0.56189
O 1.39801 -0.65533 -0.47550
C 0.13995 -0.27526 -0.21217
N -0.25259 0.78781 -1.00870
C -0.16110 0.27260 1.49801
N -0.08107 1.76338 1.44997
H -0.52723 -1.14718 -2.15089
H 0.04450 -2.78061 -2.23294
H 0.64136 -2.47973 0.16248
H 0.41646 0.85632 -1.72561
H -1.19379 1.07400 -1.22743
H -1.09893 0.00423 1.95045
H 0.59369 -0.10187 2.17421
H -0.46953 1.99031 0.50853
H -0.53474 2.11219 2.20659
H 0.89605 2.24630 1.38797
```

* HOMO energy: -12.979 eV
* SMILES string: N[C@H]1O[C@]1(N)C[NH3+]
* charge: +1
* HOMO-LUMO gap: 9.534 eV
* energy above the lowest of the compared OMol25 structures with the same formula, charge and spin: 102.00 kcal per mole